{
  "formula": "C35H48Br3FO21",
  "method": "ωB97M-V with the def2-TZVPD basis set",
  "symbols": ["Br", "Br", "Br", "F", "O", "O", "O", "O", "O", "O", "O", "O", "O", "O", "O", "O", "O", "O", "O", "O", "O", "O", "O", "O", "O", "C", "C", "C", "C", "C", "C", "C", "C", "C", "C", "C", "C", "C", "C", "C", "C", "C", "C", "C", "C", "C", "C", "C", "C", "C", "C", "C", "C", "C", "C", "C", "C", "C", "C", "C", "H", "H", "H", "H", "H", "H", "H", "H", "H", "H", "H", "H", "H", "H", "H", "H", "H", "H", "H", "H", "H", "H", "H", "H", "H", "H", "H", "H", "H", "H", "H", "H", "H", "H", "H", "H", "H", "H", "H", "H", "H", "H", "H", "H", "H", "H", "H", "H"],
  "xyz": [[-4.051814, 1.972355, 2.171032], [-3.246994, 4.676045, 0.813112], [-2.916004, 4.385395, 4.049102], [-6.954884, -5.235775, -2.507268], [-4.815224, 0.797045, -3.469588], [-3.738274, -1.039005, -2.566918], [1.552066, 7.219915, 1.804102], [4.486226, 2.254215, -2.994368], [-0.766884, -4.347615, 2.110102], [-0.284204, -6.274365, 1.000242], [3.955406, -5.192475, 1.125622], [3.043516, -7.270825, 1.204072], [0.574076, 6.849545, 3.728662], [6.332916, 0.634345, 0.154702], [2.396636, -5.598625, 2.702132], [3.235276, 3.989295, -3.166448], [2.766616, 2.323695, -1.583778], [0.174816, -1.565255, 0.844162], [-0.250004, 0.243805, 1.917032], [-4.200714, 0.846535, -1.387578], [7.786906, 1.168205, 1.836952], [5.715866, 0.152965, 2.274172], [1.903716, 8.650395, 3.539432], [-0.840834, -4.421855, -0.125528], [1.333346, -1.092745, 2.739462], [4.249306, 4.233485, -4.137638], [4.540336, -0.090245, 1.471102], [-6.420614, -4.595665, -1.400758], [-5.116684, 1.908185, -1.482868], [-0.996304, -5.541005, -1.083528], [1.412596, 4.939335, 0.850972], [3.415346, 0.939595, 1.648452], [-0.562574, -4.944245, 1.072762], [-6.456744, -4.110205, 0.969482], [3.485046, 2.852035, -2.469028], [0.494006, -0.890835, 1.945302], [-4.247774, 0.099705, -2.458138], [-7.003364, -4.706285, -0.165298], [-1.185384, 0.389675, 0.849352], [3.646026, -3.899645, 1.637902], [4.543376, 5.794585, -4.185718], [6.701546, 0.719255, 1.501812], [2.664306, -4.254895, 2.820642], [3.200366, -6.114725, 1.636482], [-4.750674, -3.297595, -0.484468], [0.234436, 5.742355, 2.950252], [-5.326854, -3.866295, -1.619558], [1.387516, 7.681585, 3.034212], [-0.215254, -6.624435, -0.394818], [-4.030854, 3.904555, 2.496442], [5.136796, -0.068375, 0.062922], [5.263406, 3.168925, -3.814828], [-0.479174, -5.203845, -2.467778], [-6.342734, 2.679325, -3.532368], [-0.979154, -1.107435, 0.214912], [-0.824574, 1.566935, -0.134358], [-5.050794, 2.079315, -3.033638], [0.709766, 6.162475, 1.543052], [3.054156, -4.084405, 4.197582], [-5.320484, -3.314945, 0.783412], [6.071246, 3.555275, -3.193358], [-6.092484, 1.535705, -1.171128], [-0.823994, -1.056105, -0.862768], [4.557586, 0.451505, -0.700188], [3.947956, 1.843585, 1.353122], [3.067026, -3.359475, 0.888852], [-2.055604, -5.796475, -1.110168], [5.267256, -1.115665, -0.209608], [4.144026, -1.087885, 1.660152], [-2.174824, 0.444935, 1.303292], [-7.157194, 2.000195, -3.280318], [-0.702914, 2.372775, 0.589462], [-0.714224, -7.573495, -0.590818], [0.862716, -6.686915, -0.543778], [1.805276, -3.631705, 2.572052], [-4.815694, -3.934435, -2.568488], [-1.748214, -1.796075, 0.564782], [4.463226, -3.253155, 1.957802], [-0.209874, 6.342975, 0.986472], [3.675796, 3.832845, -4.973498], [3.641826, 6.391555, -4.323308], [5.135196, 6.207395, -5.002688], [-4.250674, 2.804475, -3.182158], [1.727836, 5.309965, -0.124398], [-7.887784, -5.323095, -0.104178], [3.144636, 0.873575, 2.702232], [-6.409034, 2.843105, -4.607948], [3.898166, -4.704345, 4.499942], [-4.909114, -2.973025, 1.721642], [-1.641154, 1.823525, -0.809228], [-1.302344, -4.685105, -2.959098], [0.177096, 1.401095, -0.530928], [-0.830194, 5.518855, 3.018862], [0.394676, -4.552535, -2.451148], [2.584866, 0.804025, 0.955622], [3.379256, -3.088455, 4.498412], [2.288346, 4.656285, 1.434962], [-6.856844, -4.290485, 1.956302], [-5.013304, 4.375735, 2.466632], [0.704516, 4.125565, 0.694412], [-3.841204, -2.750345, -0.683938], [-4.845044, 2.806995, -0.929288], [0.872216, 5.025615, 3.467572], [2.243336, -4.519185, 4.782072], [5.164466, 6.159765, -3.367798], [-6.588394, 3.633455, -3.066118], [0.000406, -6.030105, -2.992568], [5.631306, 2.795785, -4.770608]],
  "forces_ev_per_a": [[-0.5, 0.9, 0.6], [-0.1, 0.0, 0.7], [-1.2, -0.4, -0.8], [0.0, 0.3, 1.1], [0.4, -1.5, -0.7], [-2.0, 4.0, 0.3], [0.8, 1.2, -1.4], [3.3, -1.5, -1.4], [1.1, -0.6, -1.3], [-0.4, 0.8, 0.0], [1.7, 0.9, -0.7], [1.0, 3.7, 1.5], [-0.4, 2.2, 0.6], [1.3, 0.4, 1.9], [1.1, -2.6, -3.1], [-0.8, 0.4, 2.8], [2.2, 2.3, -2.7], [1.9, -1.6, 0.1], [0.0, 1.6, 1.3], [0.9, -0.4, 2.5], [-3.1, -1.1, -0.3], [0.5, 0.9, -0.2], [-0.6, -1.2, -1.2], [0.1, -0.5, -1.3], [1.0, -0.9, 0.9], [-1.4, 1.1, -0.8], [-0.9, -0.1, -1.2], [-1.7, -0.9, -1.2], [-0.6, 0.2, -1.7], [1.3, 0.5, 0.3], [-0.2, 2.0, 0.0], [1.9, -0.3, 0.4], [-1.9, -0.1, 2.0], [0.3, 0.2, -1.3], [-4.4, -0.7, 2.1], [-1.7, 2.0, -2.1], [2.3, -4.0, -1.7], [-1.1, -0.8, 0.7], [0.7, -2.7, -1.8], [-1.5, 0.0, 1.2], [0.5, -0.7, -0.4], [1.7, 0.1, -0.8], [0.1, 2.2, -1.9], [-3.6, -3.8, 0.5], [0.7, 1.4, -0.2], [0.8, -0.3, 0.2], [1.9, 0.2, 0.7], [0.3, 1.2, 2.5], [0.2, -0.5, 0.9], [1.3, 0.0, -1.0], [-1.1, -0.6, -0.4], [0.4, 1.0, 0.5], [0.2, 0.8, 0.3], [-0.7, -0.4, -0.5], [-1.2, 1.8, 0.6], [0.0, -0.9, 2.7], [-1.6, 3.0, 2.1], [-1.0, -4.3, 0.4], [1.4, 0.3, 2.5], [-0.6, -1.5, 0.3], [0.2, -0.2, -0.1], [-0.2, 0.1, 0.1], [-0.2, -0.3, 0.1], [-0.4, -0.2, 0.2], [-0.6, 0.7, 0.4], [0.2, -0.1, -0.2], [0.0, 0.1, 0.1], [0.5, 0.0, -0.5], [0.3, 0.0, 0.5], [0.3, 0.3, -0.3], [-0.1, -0.1, 0.0], [-0.1, 0.5, -0.3], [0.3, -0.2, 0.4], [-0.1, 0.0, -0.9], [-0.5, -0.4, 0.4], [0.0, 0.5, -0.1], [-0.4, 0.2, -0.7], [0.5, -0.7, -0.2], [0.3, 1.1, -0.4], [0.6, 0.8, -1.1], [-0.3, -0.4, 0.7], [0.2, -1.0, -0.7], [0.6, -0.5, -0.7], [0.2, -0.4, -0.1], [-0.1, -0.1, 0.1], [-0.4, 0.6, -0.2], [0.4, -0.1, 0.0], [0.3, -0.3, -0.5], [0.7, 0.6, -0.4], [0.3, -0.3, -0.2], [0.4, -0.3, -0.7], [-0.3, -0.1, -0.6], [0.3, 0.0, 0.0], [-0.2, 0.5, 0.6], [0.1, -0.3, 0.2], [-0.7, 0.2, 0.0], [-0.1, -0.2, -0.1], [-0.2, 0.1, -0.1], [0.2, -0.5, 0.7], [0.1, 0.0, 0.2], [0.2, 0.1, 0.3], [0.3, -0.4, 0.0], [-0.4, -1.2, -0.8], [-0.2, 0.7, 0.3], [-0.6, -0.3, 0.7], [0.4, 0.0, 0.2], [-1.0, -0.5, -0.1], [0.0, -0.8, 0.5]],
  "spin_multiplicity": 1,
  "homo_lumo_gap_ev": 8.375,
  "total_energy_ha": -10764.3677,
  "max_force_ev_per_a": 5.26,
  "lumo_energy_ev": -1.09
}